A cluster of 7 separate species, C31H75N5O12 in total at a distorted geometry, computed with ωB97M-V with the def2-TZVPD basis set.

Summary:
- E: -65372.66285 eV
- Kohn-Sham gap: 3.916 eV
- Multiplicity: 1
- Highest occupied orbital energy: 0.39 eV
- Charge: -2

Last column: Mulliken charge in e.
Element x y z (Å)
H 2.622 -4.169 -2.940  0.3888
C 2.061 2.260 0.647  -0.1095
N 0.629 -1.027 3.627  0.5639
H -2.443 3.891 -3.129  0.1632
H 0.392 4.886 -1.668  0.3649
H 3.468 -4.737 -5.136  0.3658
H 3.394 -1.933 3.683  0.3892
H -1.535 -5.089 -1.199  0.3045
H -4.199 3.557 1.941  -0.2946
H -0.820 0.840 -4.012  -0.0780
C 0.566 -1.327 5.023  1.7407
C 0.770 4.089 1.187  -0.9644
C 2.950 -1.448 2.809  -0.9878
H -3.436 -0.063 4.626  0.3868
N -3.184 3.789 0.149  0.2994
C 0.564 -4.191 -2.325  -0.3409
C 1.461 -1.805 2.725  1.8684
H -1.924 5.281 -2.102  0.4445
H 1.205 -0.543 0.949  -0.5358
H -0.574 2.068 4.247  -0.0523
H 0.868 3.218 -2.228  0.0943
H 3.457 -2.263 -4.593  0.0053
H 3.513 -1.802 1.937  -0.2659
O 1.877 -1.868 -5.831  -0.2931
H -4.941 -0.728 0.954  0.2255
O 2.053 0.836 -2.450  -0.7984
C 0.107 4.000 -2.252  -1.1756
H -1.526 -0.999 5.075  0.2807
H 2.452 2.247 1.680  0.3461
C -4.457 3.598 0.878  -0.4018
O 0.803 2.843 0.559  0.4035
O -2.028 0.045 -5.565  -0.5015
C -2.753 2.399 4.160  -1.0108
H -1.903 -3.424 -1.627  0.2441
O 0.711 -0.860 -2.843  -0.7265
H 6.270 -3.928 -1.348  0.3092
H 2.018 -3.836 2.398  0.2959
H 2.488 -0.245 -4.669  0.0543
H -2.642 -4.701 -2.561  0.2721
N 1.454 -4.394 -4.666  -0.3742
H -3.840 2.963 -1.675  0.2819
H -0.588 0.441 5.482  0.1923
O -3.065 1.401 3.233  0.1363
H 1.901 0.227 5.633  0.1708
C 0.409 -2.832 5.274  -1.3249
H -3.398 3.275 3.971  0.3450
H 0.281 -3.599 2.463  0.4334
H 1.592 -0.931 6.890  0.4979
H -4.151 -0.276 2.981  -0.1374
H 0.847 -5.080 -1.746  0.4212
C -1.574 1.097 -4.754  0.1367
C -3.922 0.428 3.770  -0.8249
H -0.099 1.946 -6.150  0.2534
C -1.716 -4.424 -2.055  -0.7427
H 2.003 1.216 0.357  -0.6001
H -0.647 -3.110 5.114  0.3672
C 1.219 -3.309 2.940  -1.2119
H -4.813 0.905 4.219  0.3939
H 0.437 -3.316 -1.672  0.0906
H 0.409 4.950 3.099  0.2326
H -4.148 4.707 -1.496  0.3350
C -3.425 3.891 -1.280  -0.6624
C 2.634 -4.100 -5.488  -0.8127
H 0.989 -4.789 4.527  0.4134
H 5.060 -0.560 -0.754  0.4189
H -0.806 -0.917 6.671  0.3669
H -2.382 1.569 -4.173  0.3149
H 0.059 4.330 -3.307  0.4834
H -0.086 -1.671 1.160  0.5167
H -4.521 -0.311 -0.739  0.2626
H -5.099 4.496 0.792  0.4776
H 2.929 -0.159 -6.387  0.3565
C -0.649 -0.636 5.624  -1.6540
H 4.624 -1.070 -2.405  0.3601
O 0.732 0.343 3.426  -0.5417
H 2.462 -4.439 -6.516  0.3897
H -6.033 0.224 -0.158  0.3755
H -2.892 2.076 5.202  0.6613
H 2.814 2.763 0.013  0.3436
C -5.215 2.336 0.523  -0.7346
H -5.685 2.478 -0.474  0.5098
H 3.407 -1.042 -1.154  0.0020
H 1.553 -5.387 -4.463  0.2855
H 2.727 -1.388 5.559  0.3706
H -1.193 3.552 4.887  0.1624
H -1.703 2.446 -6.421  0.3828
C 0.992 -1.561 1.281  -1.4476
C 1.266 -3.737 4.393  -0.8650
O -4.376 1.249 0.553  -0.0143
H 0.201 4.809 0.584  0.1412
H 1.197 0.031 -5.827  -0.0629
H 0.590 -3.058 6.334  0.4088
C -1.305 2.843 4.015  -0.4003
H 1.009 3.314 3.150  0.2530
H 3.038 -0.363 2.867  0.1633
H -6.101 2.311 1.189  0.3999
O -1.067 3.418 -1.753  0.3652
C 2.144 -0.481 -5.683  -0.1821
C 0.302 3.950 2.614  -0.7082
C 4.812 -2.682 -0.944  0.2107
H 4.069 -3.353 -1.388  -0.1065
H -0.780 3.141 -5.020  0.0722
N 0.988 0.202 -2.234  0.9030
H -2.793 0.359 -6.052  0.3174
N -1.071 3.481 2.747  0.3802
C 1.645 -3.791 -3.317  0.2584
C 4.459 -1.256 -1.343  -0.8376
H -2.950 4.736 0.448  0.1883
O 6.159 -2.976 -1.314  -0.5586
C 1.824 -0.849 5.817  -1.8006
O -0.673 -4.378 -2.983  -0.3748
O 0.188 0.603 -1.375  -0.3955
H 1.760 -2.716 -3.390  -0.4019
C -0.997 2.248 -5.600  -0.8841
H -1.650 4.314 2.713  0.1960
H 3.760 -2.487 -6.337  0.4474
H 1.799 4.495 1.175  0.4800
C -2.184 4.214 -2.106  -0.9966
C 3.023 -2.637 -5.529  -0.2389
H 2.298 -3.659 4.772  0.3247
H 1.519 -2.203 0.562  0.0969
H 4.692 -2.739 0.146  0.2114
C -5.007 0.033 0.183  -0.9374


A cluster of 6 separate species, C31H76INO15P3S in total at a distorted geometry, computed with ωB97M-V with the def2-TZVPD basis set.

Summary:
- E: -112377.08690 eV
- Kohn-Sham gap: 6.041 eV
- Multiplicity: 1
- ΔE to the lowest compared entry with this formula, charge and spin: 3.185 eV
- Highest occupied orbital energy: -3.85 eV
- Charge: -1

Last column: Mulliken charge in e.
Element x y z (Å)
H 7.514 2.445 -0.484  0.2537
H -3.035 3.475 3.641  0.3674
O -1.888 1.501 -4.423  -0.3421
O -0.197 0.505 0.707  0.2495
C 2.236 -8.325 2.614  -0.6854
C 5.127 8.545 -1.544  -0.4980
H 8.904 -0.071 -2.640  0.3751
O 3.726 0.958 1.874  -0.3171
O 8.315 1.849 -2.319  -0.3866
P 0.573 1.771 1.636  1.1458
C 1.576 -6.065 0.054  -0.6730
H -3.302 -0.594 -7.445  0.2431
O 0.507 -6.994 0.200  -0.3046
H -4.045 -0.768 4.264  0.2933
C -4.340 -0.395 3.234  -0.8430
H -6.829 -2.572 1.321  0.2145
O 6.459 8.059 -1.704  -0.3630
H -10.163 -5.083 3.581  0.3233
H 1.357 -5.195 0.675  0.1201
P -3.353 1.157 2.708  -0.1688
O 1.601 1.973 -2.418  -0.5092
H 1.644 -5.741 -0.989  0.3393
C -9.739 -4.540 2.731  -0.7003
C -10.309 -2.358 3.439  -0.5191
H -8.550 -2.620 0.895  0.4340
H -4.706 2.810 4.006  0.4077
H 3.904 0.455 1.049  0.2946
O 2.421 -8.931 1.342  -0.3778
C -3.224 1.934 -4.634  -0.8091
H -1.363 2.930 0.334  0.0665
C -1.193 -0.281 1.370  -1.4781
C 4.200 7.458 -1.019  -0.4767
C -1.524 -0.890 -4.698  -0.6286
H 1.324 -10.253 0.254  0.3687
H 8.185 3.723 -1.516  0.1365
H 5.826 5.519 -1.479  0.4271
C -0.649 3.174 1.187  -1.1310
O -0.508 1.505 3.008  -0.3969
H -11.290 -1.919 3.650  0.3622
H -1.629 -1.189 -7.412  0.3276
C 8.224 0.469 -1.973  -0.5106
C -1.557 0.548 2.691  0.5034
H 2.028 0.861 -0.190  0.2733
H -2.013 0.458 -6.832  0.3078
H 6.898 8.709 -3.616  0.3282
C -1.661 -3.507 -0.408  -0.9866
C -7.769 -2.020 1.367  -0.8191
H -4.042 -1.209 2.492  0.1872
O -10.512 -3.378 2.465  -0.3760
N -1.060 -1.752 1.447  0.3278
H -1.393 -1.811 -4.120  0.2985
H 5.172 9.355 -0.810  0.3604
C -0.691 -2.361 0.164  0.3809
C 0.885 2.482 -1.219  -0.3081
C -0.044 -2.208 2.449  -0.6320
H 0.958 2.021 -3.148  0.2624
C 5.111 1.547 -1.848  -0.5294
H -3.844 1.142 -5.060  0.3478
H -8.694 -4.294 2.933  0.2944
H -2.746 0.063 -3.180  0.3239
H 6.810 -1.140 -1.985  0.4086
H -3.973 2.590 6.156  0.3095
H -3.112 1.027 5.647  0.1980
H 0.137 -1.489 3.299  0.1762
H -5.457 -0.235 3.199  0.3038
H -1.310 -3.758 -1.465  0.3028
H 4.596 2.090 -1.053  -0.0704
H -2.131 -0.125 0.724  0.1738
H -0.426 -3.207 2.865  0.1853
H 1.608 -8.182 -1.109  0.3563
H -9.923 -2.780 4.373  0.3312
H 5.997 7.165 -3.534  0.3149
H -2.752 -3.223 -0.362  0.2595
H 8.560 0.302 -0.944  0.3129
H -1.526 -0.096 3.647  0.3477
H -3.202 2.774 -5.330  0.2547
H -9.332 -0.465 3.659  0.3703
O 0.316 -2.114 -0.508  -0.4375
O -2.610 -1.115 -5.596  -0.3767
C 1.684 1.927 0.053  -1.1662
O 5.902 0.525 -1.254  -0.3090
H 4.574 7.047 -0.076  0.3043
O -8.060 -1.752 2.732  -0.2839
C 6.770 7.774 -3.060  -0.7368
H 4.757 4.615 -2.566  0.2624
H 1.457 3.294 3.953  0.1194
C -9.387 -1.266 2.916  -0.5467
H 2.530 -6.491 0.372  0.3928
H -3.656 2.275 -3.688  0.3133
H 1.499 -7.519 2.576  0.2809
H -7.646 -1.077 0.824  0.3189
H 1.923 -9.078 3.344  0.3219
H 4.749 8.963 -2.483  0.3141
H -1.213 3.475 2.134  0.2720
H -9.777 -0.835 1.987  0.3661
C 4.783 5.269 -1.693  -0.8189
I 2.036 0.362 4.851  -0.2891
H 5.723 2.258 -2.410  0.4051
C -3.165 2.148 5.475  -0.8391
H -0.102 4.129 0.864  0.4717
H -9.780 -5.183 1.850  0.2431
C 1.186 -9.272 0.719  -0.4961
H 6.480 0.097 -3.208  0.3115
H -2.171 2.640 5.721  0.1912
H 3.192 -7.906 2.932  0.2476
H 4.348 4.736 -0.843  0.3403
H 0.949 -2.414 1.942  0.3238
H 7.712 7.223 -3.082  0.2465
H -1.004 0.328 -3.015  -0.0053
O 4.013 6.427 -1.983  -0.4045
C -3.595 2.540 3.967  -0.5473
P 2.167 0.385 2.349  -0.0211
C 6.812 -0.061 -2.176  -0.5376
H -0.091 -8.615 -0.870  0.3804
S 1.772 3.335 2.602  -0.3760
H 4.361 1.100 -2.506  0.3461
H 2.559 2.636 0.222  0.6642
H 0.980 3.622 -1.280  0.0735
H -0.595 -0.705 -5.247  0.3524
H 3.216 7.898 -0.827  0.4051
H -1.406 -4.436 0.210  0.1892
H 0.385 -9.362 1.462  0.3244
C -1.823 0.251 -3.737  0.1126
H 9.285 2.619 -0.664  0.3336
C -2.365 -0.575 -6.885  -0.7174
C 0.813 -8.266 -0.361  -0.5837
H -0.183 2.124 -1.303  0.1010
C 8.320 2.694 -1.177  -0.5472


A structure of composition C31H77Br5CaClN8NaO14P5S at a distorted geometry, computed with ωB97M-V with the def2-TZVPD basis set.

Summary:
- E: -516821.75925 eV
- Kohn-Sham gap: 0.568 eV
- Multiplicity: 1
- ΔE to the lowest compared entry with this formula, charge and spin: 6.717 eV
- Highest occupied orbital energy: -7.33 eV
- Charge: +1

Last column: Mulliken charge in e.
Element x y z (Å)
H 2.093 -0.564 3.733  0.5622
H -1.017 -3.213 -11.933  0.3923
H -3.956 -0.540 -10.953  -0.3694
C 3.370 -0.055 -1.054  -0.4858
H 0.110 -7.997 -12.807  0.2440
O -3.635 -0.492 -8.893  -0.4708
H 3.726 2.079 -1.797  0.2868
H -2.730 1.090 1.366  0.3053
H -7.964 -2.321 -9.966  0.3259
H -1.570 -8.993 -10.351  0.3563
H 3.980 -1.459 1.482  0.4550
H 6.496 1.999 9.669  0.3323
H 2.799 4.219 7.328  0.4869
N -0.175 -5.918 -10.044  -0.5789
H -1.428 -1.476 -12.134  0.5308
C 6.587 1.328 8.754  -1.1377
P -0.447 1.425 4.887  0.0736
H -6.992 -3.799 -9.801  0.2483
C 1.529 -0.453 -4.747  -0.3689
O -2.734 -0.106 3.377  -0.3999
H -0.606 -7.452 -14.320  0.2438
C 3.534 -0.407 1.582  -0.6595
H -1.839 2.190 9.387  -0.0375
H -1.415 -1.470 -9.846  0.4152
Br -4.153 3.212 8.333  -0.0273
H 2.279 -0.303 -0.860  0.0600
H -2.328 -0.799 2.814  0.2161
H -4.474 0.894 -10.081  0.4575
S 1.993 1.301 11.123  -0.3173
H -1.646 -3.178 -9.377  0.2064
H 1.096 0.713 -2.341  0.0733
C 2.271 2.115 7.927  0.5968
H -1.433 -2.154 4.284  0.2360
Br -0.787 3.948 11.859  -0.6182
H -2.597 -5.626 -11.424  0.0299
C -0.815 -7.645 -13.266  -0.7156
O 1.552 -0.660 -6.177  -0.3200
P -2.007 -0.144 4.946  0.9206
O -10.339 3.965 9.222  -0.5243
H -1.117 -0.740 8.989  0.2806
H 6.666 0.709 5.690  0.2313
N -9.663 5.001 9.294  0.9914
O -3.127 0.175 5.927  -0.5862
N -0.434 4.662 7.915  -0.4409
N 3.368 2.187 5.532  0.6196
O -8.915 5.318 8.357  -0.4898
Ca -3.590 -1.706 -13.453  0.9338
O -9.733 5.719 10.301  -0.4944
C 5.899 1.981 7.456  0.8365
C -0.792 -8.273 -10.084  -1.5069
H 6.109 0.334 9.034  0.2852
C 2.986 0.009 4.164  -1.1577
H -1.589 -8.415 -13.202  0.3307
H -3.880 4.464 10.463  0.1770
C -3.217 -1.851 -8.732  -0.7396
H 1.599 5.439 10.271  0.2525
H 6.379 2.554 5.373  0.3783
O -2.756 -2.587 -11.001  -0.0425
H 7.702 1.129 8.584  0.3858
C -1.304 -6.842 -10.213  0.4186
C 4.005 0.263 2.976  -0.9537
C 6.763 1.761 6.106  -1.2803
C 1.909 1.340 -2.826  -0.3533
H -6.496 -0.208 -10.666  0.4473
C 3.601 1.897 6.976  -1.9735
P 3.066 1.762 9.612  0.1467
N 4.777 2.669 7.518  -0.3079
Cl 0.658 -3.578 -5.666  -0.8162
H 1.620 2.437 -2.671  0.3354
H -6.254 -0.489 -8.918  0.3627
C -7.030 -2.735 -9.572  -0.8403
N 1.533 6.021 8.117  -0.8611
H 0.981 3.527 3.783  0.2637
O -1.334 -1.698 5.149  -0.4530
C 1.158 0.800 5.767  -1.4087
P -0.611 1.098 7.867  -0.1352
H -0.934 5.387 8.446  0.3544
C 2.345 1.315 4.853  -0.0558
H 1.082 -0.335 5.612  0.8613
C 1.848 3.623 7.588  -1.5826
Br -4.593 6.326 8.979  -0.0378
H 4.270 1.985 5.045  0.4202
H -2.776 -1.899 -7.734  0.5313
H 5.182 0.089 0.203  0.2572
C 1.825 1.075 -4.402  -0.5188
H 0.960 1.679 -4.851  0.2415
N 1.039 4.622 9.970  -0.3063
H -0.492 -8.475 -9.053  0.3745
H 3.451 -0.703 4.935  0.4086
C -1.829 -2.496 -12.063  -0.8611
H 2.406 -0.546 1.535  0.1868
H 2.385 -1.066 -4.315  0.1775
C -2.151 -2.275 -9.734  -0.2715
H 0.193 -0.442 -7.733  0.0683
H 3.962 0.809 7.025  0.9444
O 1.229 1.611 2.177  -0.4746
H -6.993 -2.609 -8.487  0.3512
H -0.904 1.048 10.180  0.2913
H 3.857 2.926 9.931  0.1552
H 0.030 4.763 10.361  0.3177
H 4.970 -0.302 3.245  0.4349
C 0.227 -0.917 -6.681  -0.3524
Na -1.590 -1.532 -0.128  0.9543
N -0.905 1.740 9.423  0.0833
C -4.636 4.519 9.682  -0.1547
H -0.610 -0.490 -6.025  0.2670
H 0.081 -8.465 -10.710  0.2924
H 3.840 -0.999 -1.502  0.4164
H 4.076 1.527 0.443  0.3806
H -2.831 -7.342 -11.709  0.4977
H 1.717 6.029 7.094  0.2498
H 3.013 3.012 2.901  0.1382
H 7.839 2.013 6.406  0.5082
H -4.071 -2.529 -8.734  0.2083
Br 1.841 -0.769 8.125  -0.0018
P 1.775 2.410 3.366  -0.0039
C 4.081 0.404 0.300  -0.7129
H -0.943 2.617 5.548  0.0386
H 0.386 -5.965 -10.896  0.3571
H -2.007 -6.675 -9.389  0.3970
O -1.225 -6.424 -12.670  -0.3461
H 4.050 0.814 -3.077  0.3808
H 0.573 -0.842 -4.276  0.2802
H -1.293 0.996 0.865  0.3719
H -0.285 4.991 6.947  0.2698
H 1.300 3.527 6.573  -0.0944
C 3.372 1.076 -2.203  -0.5392
C -4.438 -0.198 -10.032  0.0235
O -5.915 -2.106 -10.183  -0.1916
C -5.868 -0.707 -9.919  -0.5662
H 4.019 0.685 9.433  0.0137
H 0.013 -2.051 -6.835  0.0073
H -0.530 -4.964 -10.043  0.0230
C -2.065 -6.579 -11.528  -0.4034
O -1.074 -0.572 8.019  -0.5735
O -2.153 0.553 0.806  -0.7080
Br -6.337 4.106 10.505  0.0126
C 1.211 1.010 7.351  0.9913
H 3.196 3.189 5.303  0.7220
H -2.352 -2.727 -12.990  0.0946
H 2.783 1.442 -4.905  0.2403
H 4.334 1.335 2.805  0.4861
H 0.791 6.725 8.233  0.3079
C 0.981 4.637 8.478  0.5066